{"formula": "C3H5O3PS", "method": "ωB97M-V with the def2-TZVPD basis set", "symbols": ["O", "P", "O", "O", "C", "C", "C", "S", "H", "H", "H", "H", "H"], "coordinates": [[-1.106, -1.029, -2.863], [-0.279, -0.127, -2.065], [1.062, 0.233, -2.543], [-1.221, 1.385, -1.936], [-0.265, -0.737, -0.316], [0.457, -0.090, 0.642], [0.582, -0.242, 2.164], [-0.326, 1.084, 3.159], [-0.829, 1.807, -1.197], [-1.094, -1.481, -0.164], [1.128, 0.584, 0.183], [1.619, -0.171, 2.447], [0.272, -1.216, 2.490]], "mulliken_charge": [-0.78, 0.84, -0.74, -0.60, -0.49, -0.10, -0.76, -0.78, 0.32, 0.26, 0.37, 0.20, 0.26], "homo_energy_ev": -0.10, "charge": -2, "energy_ev": -29460.3490, "smiles": "O=[P@@]([O-])(O)/C=C/C[S-]", "lumo_ev": 6.1}